189
Properties=species:S:1:pos:R:3:forces:R:3 method="wB97M-V/def2-TZVPD" total_charge=+1 e_lumo_ev=-7.1 orbital_gap_ev=1.84 homo_energy_ev=-8.95
In 5.8158 -1.8820 -4.3782 -0.122 -0.035 0.139
O 2.7107 1.0975 -1.9826 -1.703 -2.684 2.230
C 2.0217 0.5327 -0.8881 3.588 5.574 -2.560
C 1.4603 -0.9673 -1.0063 1.939 -6.330 -1.529
O 2.4728 -1.9674 -1.2951 -2.771 4.167 1.357
H 1.3431 1.3672 -0.7113 -2.203 -0.991 -0.260
H 2.6709 0.7453 -0.0387 0.698 -1.906 0.474
H 0.7801 -1.1029 -1.8472 0.045 1.339 -0.597
H 0.8819 -1.2915 -0.1411 0.532 0.786 0.780
C -3.8996 4.9852 -3.7529 0.567 -0.834 1.016
C -2.7358 4.9498 -4.8062 -1.590 0.816 -0.661
C -3.4453 5.1961 -6.1898 0.458 2.773 -0.157
C -3.8543 6.7364 -6.3187 0.508 -0.198 0.467
C -2.6211 7.7104 -6.1759 -0.934 -2.281 -0.344
C -1.8947 7.4811 -4.8264 -0.590 0.523 1.010
N -1.6414 6.0439 -4.5799 -3.348 -1.351 -6.276
O -0.9013 5.7748 -3.5636 2.934 -0.921 3.696
C -0.5533 8.3024 -4.8687 -0.813 -0.762 -0.733
C -2.7212 8.0232 -3.6562 0.597 1.179 -0.418
C -2.1522 3.5040 -4.8284 1.511 0.930 -0.853
H -4.3563 3.9972 -3.6943 -0.198 -0.098 -0.511
H -4.7190 5.7031 -3.7882 0.387 0.208 -0.610
H -3.5311 5.0373 -2.7284 0.418 0.384 0.258
H -2.7614 5.0232 -7.0208 0.274 -0.236 0.095
H -4.3519 4.6354 -6.4170 0.127 -0.454 0.666
H -4.6304 6.9842 -5.5945 0.184 -0.061 0.505
H -4.4036 6.9575 -7.2339 0.413 -0.321 -0.462
H -2.9453 8.7207 -6.4252 0.131 0.211 0.788
H -1.9758 7.4374 -7.0109 0.457 -0.063 0.080
H -0.0314 8.5487 -3.9440 -0.233 -0.598 0.184
H 0.0709 7.7267 -5.5522 0.428 0.285 0.093
H -0.7946 9.2631 -5.3235 0.030 0.005 -0.168
H -3.7369 7.6532 -3.5160 0.235 -0.079 -0.124
H -2.1037 7.9251 -2.7634 -0.312 -0.156 0.269
H -2.7347 9.0897 -3.8812 -0.514 0.278 0.459
H -2.8392 2.6619 -4.9119 -0.455 0.438 0.645
H -1.3544 3.3558 -4.1007 -0.475 -0.135 0.560
H -1.5805 3.3939 -5.7499 0.100 0.296 -0.335
H -1.4655 5.6084 -2.8049 -0.294 0.209 0.867
C 0.9507 -6.1422 -7.2135 1.191 -0.639 0.140
C 0.3688 -6.7600 -5.9023 -0.478 -0.106 -0.262
C -0.4999 -7.9591 -6.3880 0.105 -0.076 1.501
C -1.0419 -8.8215 -5.1979 0.572 0.137 0.197
C 0.1868 -9.4297 -4.4371 -0.193 0.300 -1.886
C 1.2601 -8.3688 -4.0053 -1.123 0.171 0.068
N 1.4792 -7.2702 -5.0342 -0.674 -1.836 -1.721
O 2.2685 -6.2289 -4.5770 0.448 0.132 0.282
C 0.7221 -7.7242 -2.7624 -1.135 0.672 1.778
C 2.5735 -9.0583 -3.6407 0.647 0.654 -0.737
C -0.5564 -5.6770 -5.2400 -0.026 -0.400 -0.605
H 1.7987 -5.4804 -7.0373 -0.447 0.631 0.322
H 0.2363 -5.7310 -7.9267 -0.301 0.360 0.564
H 1.4670 -6.8890 -7.8167 -0.179 -0.660 0.212
H -1.2460 -7.5613 -7.0760 -0.356 -0.007 0.331
H 0.1042 -8.6182 -7.0114 0.266 -0.050 0.111
H -1.7230 -9.5837 -5.5765 0.366 -0.377 -0.127
H -1.6750 -8.3352 -4.4557 0.059 0.803 -0.220
H 0.5916 -10.1490 -5.1490 0.604 0.112 -0.151
H -0.1007 -10.0813 -3.6120 -0.053 0.495 0.364
H 1.4084 -7.0814 -2.2110 0.428 -0.095 -0.112
H -0.1697 -7.1083 -2.8787 -0.036 0.087 -0.642
H 0.3455 -8.4330 -2.0249 0.437 -0.429 0.027
H 2.5117 -9.9085 -2.9615 -0.478 0.134 0.021
H 3.0990 -9.3827 -4.5389 -0.113 -0.115 -0.102
H 3.2091 -8.2990 -3.1850 0.168 -0.104 0.140
H -1.1232 -5.9775 -4.3588 0.388 -0.198 0.125
H -1.3339 -5.4534 -5.9705 0.036 0.140 -0.171
H -0.0366 -4.7369 -5.0554 0.147 -0.063 0.136
H 1.7899 -5.8349 -3.8440 -0.241 0.388 0.438
C 2.7566 6.5657 2.4566 0.223 -1.949 0.749
C 3.5552 7.6677 1.8296 1.811 1.725 0.131
C 4.3626 8.5115 2.8885 -2.091 0.202 0.399
C 5.6181 8.0217 3.4666 1.921 -1.502 -0.007
C 6.5863 7.6057 2.3503 -1.129 1.447 1.118
C 5.9056 6.6154 1.3488 0.257 1.634 1.005
N 4.6210 7.2828 0.8069 0.850 1.602 2.078
O 4.0474 6.5317 -0.1945 0.169 -0.981 -0.272
C 6.9414 6.5239 0.2473 0.035 -0.778 -1.173
C 5.6799 5.2481 2.0370 0.542 0.803 -1.145
C 2.5288 8.6196 1.1802 0.032 -0.929 0.087
H 3.3596 5.8466 3.0109 0.340 0.094 0.039
H 2.2386 5.9256 1.7424 -0.208 0.294 -0.344
H 2.0297 6.8559 3.2153 -0.095 0.626 -0.312
H 4.5175 9.5131 2.4874 0.053 -0.028 -0.220
H 3.7697 8.6370 3.7945 -0.916 0.300 -0.278
H 5.5562 7.1804 4.1568 -0.756 -0.291 0.032
H 6.0349 8.7829 4.1261 0.234 0.301 -0.282
H 7.5257 7.3411 2.8357 0.064 -0.967 -0.488
H 6.8129 8.5808 1.9191 0.072 -0.213 -0.991
H 7.1335 7.4875 -0.2244 -0.360 -0.043 -0.062
H 7.9189 6.1569 0.5601 -0.057 0.124 0.751
H 6.6815 5.7779 -0.5037 -0.379 0.201 -0.388
H 6.6735 4.8064 1.9599 -0.191 -0.512 0.535
H 5.2986 5.3176 3.0558 0.184 -0.139 -0.246
H 5.0153 4.6801 1.3861 -0.117 -0.510 0.305
H 1.7888 8.8480 1.9473 0.099 0.380 0.080
H 1.9763 8.0265 0.4515 0.084 0.277 -0.397
H 2.9491 9.5268 0.7460 0.035 -0.189 0.006
H 4.1108 5.6742 0.2325 -0.707 -0.984 -0.710
C 7.8350 -6.6496 1.9242 -1.312 1.618 -0.845
C 7.4450 -5.3801 2.7720 -0.166 -0.411 0.887
C 8.6197 -5.3064 3.8479 -0.271 0.766 -1.697
C 8.6181 -4.0211 4.6690 -1.426 -0.010 -0.720
C 8.5188 -2.7489 3.7817 1.768 -1.400 0.580
C 7.5255 -2.7695 2.6423 -0.633 -0.485 -1.555
N 7.4344 -4.1209 1.9738 3.071 -0.984 0.461
O 6.7948 -4.2131 0.7097 0.210 0.572 1.260
C 6.1469 -2.4652 3.1269 -1.189 1.532 0.523
C 7.9921 -1.7291 1.5825 -0.339 -0.103 0.419
C 6.0619 -5.6142 3.4231 -0.052 -0.538 0.402
H 8.6095 -6.2818 1.2513 0.579 -0.714 0.275
H 7.9795 -7.5633 2.5006 0.716 0.445 0.273
H 7.0284 -6.9384 1.2503 -0.326 0.260 -0.080
H 8.6275 -6.2368 4.4157 -0.208 0.195 0.264
H 9.5061 -5.3309 3.2140 0.312 -0.027 0.062
H 7.6796 -4.0863 5.2195 0.195 0.218 0.787
H 9.4884 -3.9192 5.3174 -0.235 -0.169 0.163
H 9.5262 -2.6312 3.3825 0.104 -0.003 -0.490
H 8.4475 -1.8873 4.4456 -0.702 0.179 -0.204
H 6.0105 -1.3887 3.2303 0.303 0.289 0.727
H 5.9111 -2.9670 4.0654 -0.090 0.118 -0.114
H 5.3333 -2.6141 2.4170 0.087 -0.810 -0.348
H 8.7009 -2.2279 0.9215 -0.302 0.191 -0.308
H 8.4843 -0.8474 1.9931 0.235 -0.264 0.597
H 7.1250 -1.2638 1.1136 -0.023 -0.486 -0.710
H 5.8745 -5.1360 4.3845 0.354 0.354 -0.012
H 5.2378 -5.3052 2.7801 0.063 -0.082 -0.245
H 5.9232 -6.6715 3.6488 -0.022 -0.169 -0.176
H 5.8991 -3.9308 0.9091 -0.739 -0.047 -0.234
C -10.2527 -4.0887 -0.5040 0.451 -0.056 -0.456
C -9.0433 -3.4006 -1.2375 1.059 -0.931 -0.875
C -9.1573 -1.8716 -1.1056 -0.307 -0.613 0.184
C -7.9418 -1.1284 -1.5676 -0.454 -0.571 -0.282
C -6.7197 -1.5065 -0.7363 -0.972 -0.049 -0.803
C -6.5032 -3.0451 -0.6276 -2.344 0.371 0.700
N -7.7728 -3.8465 -0.5939 -1.876 5.269 1.321
O -7.6096 -5.1584 -0.5532 0.810 -2.194 -0.511
C -5.6702 -3.4349 -1.8200 1.468 -1.279 -0.179
C -5.8942 -3.2410 0.7581 1.626 0.029 0.202
C -9.0309 -3.8486 -2.8296 -1.227 0.550 1.840
H -10.4176 -5.1154 -0.8307 -0.064 0.109 -0.460
H -11.1575 -3.4971 -0.6435 -0.057 -0.094 -0.254
H -10.1425 -4.2271 0.5715 0.562 0.559 0.058
H -9.9949 -1.5140 -1.7047 -0.284 -0.244 0.067
H -9.3445 -1.5712 -0.0747 -0.221 -0.317 0.252
H -8.2713 -0.0894 -1.5579 0.834 0.311 0.071
H -7.8265 -1.4266 -2.6096 0.468 0.244 -0.239
H -6.7953 -1.0773 0.2628 0.142 0.200 -0.133
H -5.8662 -1.1616 -1.3200 0.245 0.481 0.826
H -4.9516 -4.1783 -1.4748 0.375 -0.097 -0.227
H -6.1829 -3.9212 -2.6498 -0.471 0.099 0.159
H -5.1115 -2.6171 -2.2752 0.046 -0.016 0.196
H -5.0120 -2.6025 0.8048 0.670 -0.247 -0.151
H -6.4172 -2.8590 1.6348 -0.992 -0.037 -0.553
H -5.6143 -4.2633 1.0126 0.057 -0.083 -0.337
H -9.1956 -4.9258 -2.8548 0.168 -0.017 -0.169
H -8.1958 -3.5622 -3.4689 0.206 0.069 0.477
H -9.9172 -3.3772 -3.2543 -0.122 -0.135 -0.206
H -7.2421 -5.3137 -1.4264 0.212 -1.307 -0.520
C -1.3988 0.0690 5.1503 -0.191 0.552 0.076
C -1.9981 1.2021 6.0945 0.331 -0.415 -1.992
C -2.5834 2.1836 5.0058 0.036 -0.306 1.039
C -3.5443 3.2169 5.5866 0.371 -0.978 0.112
C -4.6760 2.3935 6.1907 -0.039 0.248 -0.378
C -4.2804 1.3241 7.2640 -0.598 0.212 0.362
N -3.0755 0.6133 6.9044 -0.188 1.506 -2.636
O -2.7981 -0.4678 7.6903 0.835 -0.415 0.877
C -4.0827 2.0791 8.5995 0.498 -0.638 -0.039
C -5.4468 0.3148 7.3278 -0.785 -0.068 -0.525
C -0.9192 1.9543 6.8979 -0.283 -1.196 -0.616
H -2.2089 -0.3124 4.5287 -0.389 -0.623 0.634
H -0.8046 -0.7181 5.6145 -0.318 -0.045 0.266
H -0.7965 0.4460 4.3238 0.583 0.710 0.400
H -1.7337 2.6095 4.4722 0.059 0.158 0.126
H -3.1301 1.5815 4.2800 -0.171 -0.012 -0.068
H -3.9522 3.7882 4.7528 0.046 0.433 0.259
H -3.0743 3.8509 6.3384 0.097 0.236 -0.210
H -5.1402 1.9917 5.2900 -0.233 -0.836 0.231
H -5.4322 3.0785 6.5741 -0.042 -0.168 0.520
H -5.0334 2.4154 9.0132 0.218 0.392 -0.016
H -3.5653 1.4687 9.3396 -0.408 -0.536 0.041
H -3.3200 2.8423 8.4448 -0.572 0.656 -0.072
H -5.4614 -0.5156 8.0337 0.517 0.533 0.628
H -6.3871 0.8591 7.4145 -0.050 0.114 0.410
H -5.5915 -0.2228 6.3907 0.453 0.222 -0.502
H -1.4346 2.7294 7.4650 0.571 -0.194 0.429
H -0.1475 2.3829 6.2585 -0.210 0.217 -0.207
H -0.4054 1.1540 7.4306 -0.062 0.490 0.938
H -3.0611 -1.2328 7.1735 -0.075 -0.251 -0.093


95
Properties=species:S:1:pos:R:3:forces:R:3 method="wB97M-V/def2-TZVPD" total_charge=-1 e_lumo_ev=1.6 orbital_gap_ev=6.22 homo_energy_ev=-4.58
C 0.7701 -1.6823 -3.8022 0.403 -0.966 -0.646
C 0.6787 -3.2666 -3.2741 -3.077 -0.002 0.449
N -0.5954 -3.6643 -2.8724 4.499 1.878 -1.485
C 2.0063 -4.2278 -3.3022 -2.043 0.819 -2.039
Ga 2.6214 -4.9246 -1.4501 -0.411 -0.589 0.075
C 0.9422 -5.4378 -0.3599 -1.896 -0.185 1.764
C 1.1696 -5.5595 1.2590 -0.073 -1.252 3.430
C 1.6483 -4.3401 2.2613 -0.655 -2.694 1.527
C 1.8189 -4.5071 3.8829 -1.394 -3.335 -1.928
C 1.4949 -5.9435 4.6073 -0.474 0.114 -4.396
C 1.0264 -7.2098 3.6640 0.664 3.750 -1.720
C 0.8607 -7.0202 2.0128 0.494 1.790 2.673
C 0.3329 -8.3670 1.2052 1.267 0.259 -0.174
B 3.9730 -3.7024 -0.4627 1.052 0.740 2.593
O 4.5385 -4.1672 0.8533 1.588 1.128 -3.205
N 4.5007 -2.3558 -0.9565 0.353 -0.178 -1.317
C 5.7275 -2.5690 -1.8613 0.483 0.073 -0.245
C 3.4567 -1.5733 -1.7219 -0.061 0.288 -1.658
H 0.9989 -0.9312 -2.9276 -0.497 -1.489 -1.807
H 1.6170 -1.6220 -4.6317 -1.673 0.086 1.846
H -0.2522 -1.4348 -4.3414 2.073 -0.384 1.293
H -1.2563 -2.8357 -2.9584 1.217 -1.069 -0.002
H 1.7180 -5.1875 -3.9459 0.489 2.021 1.345
H 2.8482 -3.6619 -3.8859 -1.601 -1.005 1.013
H 3.4106 -6.3208 -1.7429 -0.060 0.142 -0.070
H 0.0619 -4.6522 -0.5146 1.894 -1.547 0.257
H 0.5376 -6.4571 -0.8213 0.799 2.050 1.363
H 1.8892 -3.2755 1.7945 -0.494 -2.576 1.005
H 2.1411 -3.5953 4.5695 -0.716 -2.124 -1.769
H 1.5711 -6.1123 5.7659 -0.095 0.542 -2.556
H 0.7645 -8.2606 4.1665 0.647 2.584 -1.276
H 0.0203 -9.2415 1.9458 0.504 2.141 -1.442
H 1.2596 -8.7922 0.5914 -1.952 0.930 1.192
H -0.5089 -8.1383 0.4158 1.591 -0.348 1.793
H 5.5252 -3.9083 0.8350 -2.205 -0.187 0.394
H 6.6883 -2.8861 -1.2414 -2.118 0.539 -1.178
H 5.4874 -3.4125 -2.6646 0.638 1.695 1.429
H 6.0321 -1.5726 -2.4382 -0.833 -2.065 1.286
H 3.5484 -1.8617 -2.8745 -0.444 0.636 2.209
H 3.6316 -0.3928 -1.6963 -0.259 -2.489 0.286
H 2.3478 -1.8101 -1.4077 2.371 0.374 -0.319
C 0.4685 -0.7361 4.0958 1.029 -0.240 0.382
C -0.8558 -1.4858 4.3084 0.208 0.215 0.802
C -1.6320 -1.7976 3.0331 -0.610 -0.772 -0.550
F -1.9797 -0.6818 2.3530 -0.183 -0.361 0.108
F -2.7936 -2.4411 3.3266 0.191 0.051 0.296
F -1.6180 -0.7979 5.2000 -0.056 -0.096 -0.269
F -0.5530 -2.6740 4.9215 -0.140 0.331 -0.579
O 0.4293 0.6838 4.2721 -1.303 0.546 -1.465
C -0.0195 1.4272 3.1402 1.780 -1.505 0.395
C -1.3537 2.1432 3.3854 -0.809 0.265 0.507
F -2.3347 1.2767 3.7452 0.518 0.476 0.006
F -1.7869 2.7724 2.2598 0.378 -0.153 -0.062
F -0.0479 0.6123 2.0582 -0.001 1.047 0.141
F 0.9554 2.3434 2.8928 -0.742 0.079 0.172
H 1.1503 -1.0852 4.8812 -0.345 0.129 -0.015
H 0.9649 -1.0187 3.1593 -0.385 0.045 0.119
H -1.0560 -2.4448 2.3663 0.198 -0.013 0.148
H -1.2586 2.8902 4.1826 0.219 -0.144 -0.148
C 0.6872 4.4343 -6.3155 -0.135 1.100 0.081
C 1.8749 3.4648 -6.2132 -0.120 0.233 1.124
C 1.8424 2.2995 -7.1965 0.480 -0.994 -0.391
F 0.7515 1.5170 -7.0359 0.589 0.137 -0.175
F 2.9204 1.4907 -7.0139 -0.020 0.411 0.108
F 1.9849 3.0304 -4.9293 -0.022 -0.035 -0.565
F 3.0114 4.1921 -6.4551 -0.280 -0.229 -0.434
O -0.3827 4.2276 -5.3873 -0.425 -1.693 -0.699
C -1.3335 3.2329 -5.7636 0.566 1.818 -0.769
C -1.3277 2.0160 -4.8300 0.200 -0.955 0.745
F -0.1030 1.4344 -4.7637 -0.569 0.521 0.084
F -2.1880 1.0574 -5.2679 0.043 0.597 -0.187
F -1.1384 2.9030 -7.0632 -0.745 -0.074 0.570
F -2.5467 3.8466 -5.7117 0.353 -0.560 0.317
H 1.0764 5.4274 -6.0592 0.022 -0.334 0.170
H 0.3215 4.5427 -7.3440 0.119 -0.329 0.219
H 1.8667 2.6526 -8.2310 -0.032 0.190 0.049
H -1.6184 2.3001 -3.8115 -0.015 0.191 -0.239
C -3.4464 7.0856 2.4390 0.543 0.523 -0.836
C -3.0120 6.0479 3.4857 0.469 0.824 0.331
C -4.0000 4.9084 3.7123 -0.274 -0.990 0.330
F -5.2032 5.3455 4.1475 0.412 -0.378 -0.001
F -3.5367 4.0577 4.6670 0.283 0.236 -0.131
F -2.7135 6.6871 4.6482 -0.205 -0.323 -0.206
F -1.8312 5.5049 3.0497 -0.559 -0.131 -0.066
O -4.0598 8.2768 2.9428 -1.551 -0.875 0.796
C -5.4546 8.1729 3.2241 1.217 -0.165 -1.852
C -5.7754 8.3096 4.7177 -0.095 0.035 1.077
F -5.1181 7.3853 5.4635 -0.132 0.583 -0.357
F -7.1024 8.1242 4.9535 0.260 0.094 -0.500
F -5.9310 7.0253 2.6839 -0.422 0.849 0.310
F -6.0448 9.1849 2.5324 0.070 -0.217 0.742
H -2.5273 7.4407 1.9566 -0.108 -0.041 0.355
H -4.0275 6.6399 1.6224 0.007 -0.054 0.414
H -4.1518 4.3274 2.7987 0.126 0.121 -0.090
H -5.4946 9.3016 5.0913 0.006 -0.080 -0.304